# 1
# C38H28MoN12OSiTe4

C38H28MoN12OSiTe4 as an isolated structure (the ωB97M-V functional and the def2-TZVPD basis, the OMol25 dataset).

Atoms and positions in Å:
Mo 0.11 0.32 0.15
C 3.69 2.69 -1.17
C 2.45 2.36 -0.63
N 2.09 1.12 -0.31
C 3.01 0.13 -0.52
C 4.28 0.38 -1.09
C 4.62 1.71 -1.41
C 5.16 -0.70 -1.34
C 4.74 -1.97 -1.06
C 3.51 -2.23 -0.46
C 2.63 -1.19 -0.13
N 1.44 -1.24 0.55
C 1.06 -2.28 1.37
C 1.56 -3.58 1.47
C 1.14 -4.44 2.49
C 0.25 -4.05 3.45
C -0.33 -2.77 3.36
C -1.28 -2.30 4.28
C -1.81 -1.05 4.09
C -1.40 -0.29 3.01
N -0.49 -0.68 2.13
C 0.05 -1.91 2.30
H 3.90 3.72 -1.41
H 1.74 3.15 -0.44
H 5.58 1.93 -1.84
H 6.12 -0.51 -1.80
H 5.37 -2.81 -1.31
H 3.23 -3.25 -0.34
H 2.23 -3.99 0.74
H 1.55 -5.45 2.51
H -0.04 -4.71 4.25
H -1.59 -2.94 5.10
H -2.55 -0.64 4.76
H -1.84 0.69 2.86
N -0.24 1.69 -3.37
C 0.29 0.45 -3.16
N 0.74 -0.33 -4.13
N 1.12 -1.45 -3.50
N 0.92 -1.35 -2.24
N 0.38 -0.14 -1.96
C -0.30 2.58 -2.33
N -0.41 3.88 -2.51
N -0.48 4.38 -1.27
N -0.43 3.45 -0.40
N -0.31 2.25 -1.03
H -0.13 2.08 -4.29
Te -2.58 0.58 0.15
Te -3.21 3.06 1.11
Te -1.47 3.33 3.21
Te 0.77 2.16 2.10
O -1.18 -1.54 -0.21
Si -1.61 -2.84 -1.02
C -2.00 -2.51 -2.86
C -1.46 -3.24 -3.91
C -1.74 -2.92 -5.23
C -2.57 -1.85 -5.53
C -3.12 -1.10 -4.50
C -2.84 -1.44 -3.18
C -3.26 -3.41 -0.26
C -4.05 -4.39 -0.86
C -5.26 -4.79 -0.31
C -5.72 -4.20 0.86
C -4.94 -3.23 1.49
C -3.73 -2.85 0.93
C -0.52 -4.40 -0.90
C -0.92 -5.47 -0.10
C -0.13 -6.61 0.04
C 1.07 -6.71 -0.64
C 1.47 -5.67 -1.47
C 0.68 -4.53 -1.59
H -0.80 -4.08 -3.71
H -1.30 -3.50 -6.04
H -2.77 -1.59 -6.57
H -3.77 -0.26 -4.71
H -3.28 -0.85 -2.39
H -3.71 -4.85 -1.78
H -5.86 -5.55 -0.80
H -6.67 -4.50 1.29
H -5.29 -2.77 2.40
H -3.13 -2.10 1.43
H -1.85 -5.41 0.45
H -0.46 -7.42 0.68
H 1.69 -7.60 -0.53
H 2.40 -5.74 -2.02
H 1.03 -3.73 -2.22

The value obtained for the LUMO energy (alpha / beta) is 0.1443 / 0.1444 Ha. The net charge is -2. The energy relative to the best compared isomer or geometry (same formula, charge and spin) is 5.2 kcal/mol. The HOMO-LUMO gap (alpha / beta) comes out at 0.1884 / 0.1884 Eh.

Atomic partial charges in e from the Mulliken method, atoms 1 to 6:
1. Mo -2.973
2. C -1.378
3. C 0.078
4. N 0.985
5. C 0.244
6. C 0.998

# 2
# CH13O5S

A 6-piece molecular cluster, CH13O5S overall (the ωB97M-V functional and the def2-TZVPD basis, the OMol25 dataset).

Atoms and positions in Å:
C 2.46 0.96 0.12
S 1.36 -0.42 -0.32
H 2.20 1.46 1.05
H 3.47 0.58 0.38
H 2.63 1.66 -0.70
H 1.83 -2.53 1.81
H 1.39 -3.82 1.50
O 1.43 -3.27 2.30
H -2.15 4.50 0.92
H -0.92 3.99 0.35
O -1.35 4.82 0.49
H -1.58 0.20 0.78
H -0.52 0.64 -0.22
O -1.50 0.71 -0.04
H -2.48 0.57 -2.69
H -2.78 -0.16 -1.42
O -2.88 -0.25 -2.38
H 0.08 -3.08 -1.38
H -0.66 -3.04 -0.01
O -0.03 -3.53 -0.54

The value obtained for the LUMO energy is 0.1217 Ha. The net charge is -1. The energy relative to the best compared isomer or geometry (same formula, charge and spin) is 25.9 kcal/mol. The HOMO-LUMO gap comes out at 0.2479 Eh.

Atomic partial charges in e from the Mulliken method, atoms 1 to 6:
1. C -0.869
2. S -0.608
3. H 0.233
4. H 0.230
5. H 0.263
6. H 0.308

# 3
# C7H12Cl3O5RhSe2

C7H12Cl3O5RhSe2 as an isolated structure (the ωB97M-V functional and the def2-TZVPD basis, the OMol25 dataset).

Atoms and positions in Å:
Rh -0.21 2.42 -0.93
O 1.15 -3.35 0.14
C -0.03 -2.57 0.26
C -0.04 -1.50 -0.86
C -0.01 -2.25 -2.18
O -0.06 -1.34 -3.27
C 1.20 -0.63 -0.62
Se 1.50 1.02 -1.62
C -1.36 -0.75 -0.64
Se -1.77 0.87 -1.63
H 1.20 -3.95 0.89
H -0.06 -2.06 1.23
H -0.92 -3.20 0.16
H -0.87 -2.93 -2.22
H 0.90 -2.85 -2.22
H 0.13 -1.81 -4.08
H 2.09 -1.23 -0.83
H 1.23 -0.33 0.42
H -1.45 -0.46 0.41
H -2.19 -1.42 -0.87
Cl 1.04 0.45 3.25
C -0.22 1.70 3.26
Cl 0.00 2.74 4.65
Cl -1.82 0.93 3.34
C -0.15 2.51 1.93
O -0.05 3.72 1.96
O -0.19 1.72 0.92
O 0.06 4.74 -0.53
H 0.06 4.62 0.45
H 0.87 5.21 -0.76

The value obtained for the LUMO energy (alpha / beta) is -0.0437 / -0.0437 Ha. The energy relative to the best compared isomer or geometry (same formula, charge and spin) is 21.2 kcal/mol. The HOMO-LUMO gap (alpha / beta) comes out at 0.2448 / 0.2449 Eh.

Atomic partial charges in e from the Mulliken method, atoms 1 to 6:
1. Rh 0.016
2. O -0.512
3. C -1.094
4. C 1.892
5. C -1.177
6. O -0.434

# 4
# C4H2F2S2

One molecule with the formula C4H2F2S2 (the ωB97M-V functional and the def2-TZVPD basis, the OMol25 dataset).

Atoms and positions in Å:
C -1.42 -0.32 0.10
C -0.20 -0.86 -0.30
C 1.03 -0.27 -0.19
C 0.91 1.10 0.35
H -1.56 0.62 0.78
H 1.55 1.50 1.25
F -2.62 -0.82 -0.01
F -0.32 -2.00 -1.01
S 2.50 -1.02 -0.20
S 0.13 2.07 -0.76

The value obtained for the LUMO energy is -0.0693 Ha. The energy relative to the best compared isomer or geometry (same formula, charge and spin) is 31.2 kcal/mol. The HOMO-LUMO gap comes out at 0.2602 Eh. Its structure (SMILES) is F/C=C(\F)C(=S)C=S.

Atomic partial charges in e from the Mulliken method, atoms 1 to 6:
1. C -0.112
2. C 0.548
3. C 0.064
4. C -0.337
5. H 0.323
6. H 0.283

# 5
# C26H23N2O7PS3V

C26H23N2O7PS3V as an isolated structure (the ωB97M-V functional and the def2-TZVPD basis, the OMol25 dataset).

Atoms and positions in Å:
V 1.12 -0.28 -2.11
O -0.38 -1.41 -5.16
C -0.66 -0.92 -4.13
O 0.20 0.01 -3.46
C -1.83 -1.14 -3.22
P -1.12 -1.35 -1.51
C -1.25 -3.12 -1.18
C -1.22 -4.00 -2.27
C -1.34 -5.37 -2.05
C -1.47 -5.86 -0.76
C -1.45 -4.99 0.32
C -1.32 -3.62 0.12
C -2.30 -0.36 -0.56
C -3.17 -0.92 0.38
C -4.08 -0.11 1.03
C -4.13 1.25 0.76
C -3.27 1.81 -0.17
C -2.35 1.01 -0.83
H -2.46 -1.96 -3.56
H -2.41 -0.22 -3.20
H -1.10 -3.65 -3.28
H -1.32 -6.04 -2.90
H -1.58 -6.92 -0.60
H -1.53 -5.37 1.33
H -1.26 -2.96 0.96
H -3.15 -1.98 0.59
H -4.77 -0.55 1.74
H -4.86 1.88 1.27
H -3.32 2.87 -0.40
H -1.69 1.45 -1.57
C 2.96 2.64 5.66
C 2.51 1.97 4.40
C 3.43 1.55 3.44
C 3.03 0.88 2.30
C 1.67 0.64 2.13
C 0.72 1.05 3.06
C 1.15 1.72 4.18
S 1.17 -0.30 0.77
O 2.25 -1.13 0.32
O -0.09 -0.92 1.08
N 0.88 0.70 -0.57
C 0.78 2.11 -0.73
C 0.85 3.07 0.26
C 0.68 4.38 -0.14
C 0.46 4.69 -1.47
C 0.45 3.65 -2.39
N 0.61 2.38 -2.02
H 3.91 3.16 5.52
H 3.12 1.89 6.44
H 2.22 3.34 6.03
H 4.49 1.74 3.61
H 3.75 0.53 1.57
H -0.33 0.83 2.90
H 0.42 2.04 4.92
H 1.04 2.81 1.29
H 0.71 5.17 0.61
H 0.31 5.71 -1.80
H 0.31 3.83 -3.44
O 2.91 -0.12 -2.11
S 3.43 -1.46 -2.78
O 4.49 -2.03 -2.03
O 3.53 -1.26 -4.18
S 1.61 -2.44 -2.39

The value obtained for the LUMO energy is -0.1856 Ha. The net charge is +1. The energy relative to the best compared isomer or geometry (same formula, charge and spin) is 27.1 kcal/mol. The HOMO-LUMO gap comes out at 0.2620 Eh.

Atomic partial charges in e from the Mulliken method, atoms 1 to 6:
1. V 0.318
2. O -0.460
3. C 0.382
4. O -0.407
5. C -0.846
6. P 1.663

# 6
# C5H11NS

A 2-piece molecular cluster, C5H11NS overall (the ωB97M-V functional and the def2-TZVPD basis, the OMol25 dataset).

Atoms and positions in Å:
C -2.48 -1.08 -0.76
C -2.45 -0.30 0.27
C -2.38 0.44 1.33
C 0.40 1.73 -0.50
C 2.91 -1.06 -0.23
N 0.52 0.34 -0.13
S 1.66 -0.12 0.82
H -2.54 -2.15 -0.66
H -2.46 -0.69 -1.77
H 1.08 -1.29 1.23
H -3.26 0.84 1.81
H -1.43 0.71 1.75
H -0.47 1.80 -1.16
H 0.23 2.39 0.36
H 1.28 2.10 -1.06
H 3.56 -0.33 -0.69
H 2.35 -1.60 -0.99
H 3.48 -1.73 0.39

The value obtained for the LUMO energy (alpha / beta) is 0.0327 / -0.0648 Ha. The energy relative to the best compared isomer or geometry (same formula, charge and spin) is 91.6 kcal/mol. Its spin multiplicity is 3. The HOMO-LUMO gap (alpha / beta) comes out at 0.1770 / 0.2779 Eh.

Atomic partial charges in e from the Mulliken method, atoms 1 to 6:
1. C -0.597
2. C 0.295
3. C -0.679
4. C -0.925
5. C -0.939
6. N -0.055

# 7
# C2H3NO

A 2-piece molecular cluster, C2H3NO overall (the ωB97M-V functional and the def2-TZVPD basis, the OMol25 dataset).

Atoms and positions in Å:
C 1.58 -0.71 -0.17
C -1.02 0.42 -0.04
N -0.66 -0.51 0.71
O 2.17 0.26 -0.21
H 0.35 -1.16 0.48
H -0.44 0.78 -0.91
H -1.97 0.92 0.14

The value obtained for the LUMO energy is 0.0262 Ha. The energy relative to the best compared isomer or geometry (same formula, charge and spin) is 55.3 kcal/mol. The HOMO-LUMO gap comes out at 0.3621 Eh.

Atomic partial charges in e from the Mulliken method, atoms 1 to 6:
1. C 0.090
2. C -0.197
3. N -0.629
4. O -0.159
5. H 0.426
6. H 0.206

# 8
# C4H6N2O

One molecule with the formula C4H6N2O (the ωB97M-V functional and the def2-TZVPD basis, the OMol25 dataset).

Atoms and positions in Å:
C -0.44 -0.61 0.74
C 0.82 -1.10 0.41
C 0.58 0.66 -0.80
C -0.53 0.59 -0.01
H -1.16 -2.26 1.82
H -2.00 -0.79 2.25
H 1.33 -2.11 0.49
H 0.07 2.43 -2.06
H 1.87 1.72 -2.07
H -1.27 1.50 0.27
N -1.37 -1.18 1.53
N 0.93 1.57 -1.89
O 1.17 -0.43 -0.68

The value obtained for the LUMO energy is 0.0364 Ha. The energy relative to the best compared isomer or geometry (same formula, charge and spin) is 87.0 kcal/mol. The HOMO-LUMO gap comes out at 0.3048 Eh. Its structure (SMILES) is Nc1coc(N)c1.

Atomic partial charges in e from the Mulliken method, atoms 1 to 6:
1. C 0.464
2. C -0.537
3. C 0.457
4. C -0.387
5. H 0.240
6. H 0.215

# 9
# C15H24N4O3S

One molecule with the formula C15H24N4O3S (the ωB97M-V functional and the def2-TZVPD basis, the OMol25 dataset).

Atoms and positions in Å:
C 0.64 -4.24 5.62
C 0.40 -2.89 4.77
H -0.72 -2.62 4.85
H 1.10 -2.19 5.18
O 0.78 -3.17 3.39
C 1.84 -3.03 3.06
O 2.80 -2.76 3.84
C 1.84 -3.34 1.37
C 0.59 -2.82 0.76
C -0.51 -3.38 0.49
S -1.95 -2.49 -0.22
C -0.67 -1.25 -0.06
N 0.72 -1.38 0.47
N -1.06 0.20 -0.44
C -2.08 0.41 -1.09
O -3.04 -0.33 -1.04
C -2.16 2.05 -1.31
N -0.96 2.57 -1.50
C -1.04 4.00 -1.63
C 0.37 4.52 -1.52
N 1.06 4.03 -2.93
C 0.85 2.63 -2.86
C -0.55 2.15 -2.89
H -0.56 1.10 -2.84
H -1.07 2.40 -3.94
H 1.39 2.44 -4.05
H 1.79 2.25 -2.17
C 2.21 4.64 -3.23
C 2.27 6.18 -3.27
H 3.25 6.59 -3.74
H 1.96 6.69 -2.60
H 1.61 6.29 -4.23
H 2.97 4.50 -2.31
H 2.87 4.18 -3.98
H 0.52 5.58 -1.49
H 0.87 4.08 -0.85
H -1.30 4.19 -0.65
H -1.72 4.59 -2.09
H -2.80 2.43 -0.52
H -3.11 1.96 -2.14
H -0.28 1.10 -0.25
H -0.91 -4.46 0.88
H 1.91 -4.37 1.37
H 2.80 -2.74 1.16
H 0.46 -4.34 6.64
H 0.10 -4.98 5.12
H 1.79 -4.49 5.46

The value obtained for the LUMO energy is 0.0127 Ha. The energy relative to the best compared isomer or geometry (same formula, charge and spin) is 376.0 kcal/mol. The HOMO-LUMO gap comes out at 0.3128 Eh. Its structure (SMILES) is CCOC(=O)Cc1csc(NC(=O)CN2CCN(CC)CC2)n1.

Atomic partial charges in e from the Mulliken method, atoms 1 to 6:
1. C -1.089
2. C -0.323
3. H 0.305
4. H 0.337
5. O -0.052
6. C 0.535

# 10
# C2H7OS

A 2-piece molecular cluster, C2H7OS overall (the ωB97M-V functional and the def2-TZVPD basis, the OMol25 dataset).

Atoms and positions in Å:
C 0.02 0.40 -1.91
S -1.25 1.40 -0.91
H -0.27 -0.38 -2.69
H 0.61 1.04 -2.52
H 0.83 -0.04 -1.36
H -1.34 0.03 0.52
C 0.35 -0.45 1.75
O -1.10 -0.40 1.59
H 0.66 -1.38 1.48
H 0.84 0.33 1.16
H 0.65 -0.55 2.89

The value obtained for the LUMO energy (alpha / beta) is 0.0249 / -0.1045 Ha. The energy relative to the best compared isomer or geometry (same formula, charge and spin) is 50.7 kcal/mol. Its spin multiplicity is 2. The HOMO-LUMO gap (alpha / beta) comes out at 0.3825 / 0.2464 Eh.

Atomic partial charges in e from the Mulliken method, atoms 1 to 6:
1. C -0.800
2. S -0.101
3. H 0.323
4. H 0.352
5. H 0.281
6. H 0.270

# 11
# C3H9NO3

C3H9NO3 as an isolated structure (the ωB97M-V functional and the def2-TZVPD basis, the OMol25 dataset).

Atoms and positions in Å:
C -0.18 -0.18 -0.21
C 0.71 1.04 -0.18
O 2.05 0.59 -0.49
C -1.61 0.27 0.17
N -2.55 -0.77 -0.12
O -1.79 1.44 0.49
H -0.20 -0.64 -1.21
H 0.11 -0.94 0.52
H 0.74 1.54 0.78
H 0.36 1.77 -0.94
H 2.65 1.33 -0.54
H -2.19 -0.60 0.95
H -3.45 -0.32 -0.28
H 3.15 -2.43 0.17
H 2.34 -1.10 -0.05
O 2.30 -2.03 0.27

The value obtained for the LUMO energy is 0.0213 Ha. The energy relative to the best compared isomer or geometry (same formula, charge and spin) is 73.5 kcal/mol. The HOMO-LUMO gap comes out at 0.3968 Eh.

Atomic partial charges in e from the Mulliken method, atoms 1 to 6:
1. C -0.482
2. C -0.295
3. O -0.562
4. C 0.295
5. N -0.549
6. O -0.587

# 12
# C2HCl2OP

A 2-piece molecular cluster, C2HCl2OP overall (the ωB97M-V functional and the def2-TZVPD basis, the OMol25 dataset).

Atoms and positions in Å:
C 0.68 -0.58 0.83
C -0.27 -0.46 1.62
O -1.09 -0.42 2.55
P -0.87 1.90 3.71
Cl 1.00 1.67 4.38
Cl -0.71 2.66 1.93
H 1.12 -0.79 -0.10

The value obtained for the LUMO energy (alpha / beta) is -0.0870 / -0.0572 Ha. The energy relative to the best compared isomer or geometry (same formula, charge and spin) is 46.1 kcal/mol. The HOMO-LUMO gap (alpha / beta) comes out at 0.2132 / 0.2838 Eh.

Atomic partial charges in e from the Mulliken method, atoms 1 to 6:
1. C -0.434
2. C 0.384
3. O -0.552
4. P 0.467
5. Cl -0.111
6. Cl -0.091

Energy per entry: -98701.752; -22322.291; -188958.394; -31282.199; -112123.858; -17680.435; -5657.508; -9269.731; -38868.864; -15066.714; -10887.395; -38468.426 eV